A structure of composition C6H17FInNO3 in a non-equilibrium geometry. Source: OMol25; level of theory: ωB97M-V/def2-TZVPD.

```
29
Properties=species:S:1:pos:R:3
In -1.00 -0.11 0.01
F -0.87 -1.36 -2.51
O -5.06 1.89 1.22
O 1.74 0.15 -0.87
O -2.25 1.60 1.95
N 0.77 -2.36 -0.11
C 1.78 1.08 -1.98
C 2.45 -1.01 -1.13
C -2.87 2.88 1.79
C 2.15 -1.95 0.06
C 3.05 -3.17 0.24
C -4.07 2.80 0.80
H 0.42 -2.99 0.61
H 0.69 -2.89 -0.98
H -4.67 1.01 1.23
H -3.61 2.50 -0.16
H 3.96 -2.79 0.72
H 3.53 -0.82 -1.11
H -4.48 3.80 0.66
H 3.32 -3.70 -0.67
H -2.25 1.43 2.90
H 2.70 -3.96 0.91
H 2.84 1.35 -2.08
H 2.23 -1.47 -2.09
H -3.29 3.11 2.77
H -2.12 3.61 1.50
H 1.55 0.70 -2.97
H 1.26 1.98 -1.67
H 2.11 -1.33 0.96
```

The net charge is +2. For the frontier orbital gap, the calculation gives 3.388 eV. The HOMO energy is -16.85 eV. The value obtained for the LUMO energy is -13.46 eV. For the energy relative to the best compared isomer or geometry (same formula, charge and spin), the calculation gives 14.0 kcal/mol.